This record from OMol25 describes a 2-piece molecular cluster, C3H8Cl2N2 overall in a non-equilibrium geometry. The level of theory is ωB97M-V/def2-TZVPD.

Output
E in eV: -31262.85737
F_max in eV Å⁻¹: 5.6
Frontier orbital gap (alpha / beta) in eV: 8.26 / 8.24
HOMO level (alpha / beta) in eV: -7.990 / -7.980
Lowest unoccupied orbital energy (alpha / beta) in eV: 0.27 / 0.26
Energy above the lowest of the compared OMol25 structures with the same formula, charge and spin in eV: 3.197
Charge: 0

Geometry (Å):
1 C 1.16 0.86 -0.28
2 C 2.00 -0.49 -0.18
3 C -0.24 0.75 0.14
4 N -1.11 -0.34 -1.69
5 N -0.59 -0.30 1.03
6 Cl 3.66 -0.02 0.22
7 Cl -1.22 2.16 0.25
8 H 1.35 1.33 -1.30
9 H 1.47 1.53 0.53
10 H 1.64 -0.97 0.66
11 H 2.03 -1.16 -1.09
12 H -1.75 -1.04 -1.22
13 H -1.69 0.32 -2.09
14 H -1.52 -0.28 1.46
15 H -0.48 -1.16 0.46

This record from OMol25 describes a 8-piece molecular cluster, C26H62N3O12PS10 overall in a non-equilibrium geometry. The level of theory is ωB97M-V/def2-TZVPD.

Output
E in eV: -174630.31066
F_max in eV Å⁻¹: 11.6
Frontier orbital gap in eV: 8.36
HOMO level in eV: -8.331
Lowest unoccupied orbital energy in eV: 0.03
Charge: 0

Geometry (Å):
1 N -6.74 3.41 -3.07
2 C -6.34 2.48 -2.27
3 C -5.50 1.60 -1.11
4 C -4.14 2.35 -0.60
5 C -3.37 3.26 -1.72
6 C -2.15 4.14 -1.00
7 C -1.15 3.24 -0.07
8 S -1.28 3.73 1.75
9 O -2.38 2.86 2.41
10 O -1.62 5.22 1.99
11 O 0.28 3.46 2.43
12 C -6.55 1.57 0.20
13 O -5.87 1.27 1.47
14 N -6.78 1.27 2.48
15 O -6.25 0.88 3.54
16 C -5.29 0.11 -1.76
17 C -6.55 -0.08 -2.85
18 N -7.52 -0.27 -3.67
19 C -3.92 -0.09 -2.63
20 C -2.59 -0.48 -1.76
21 C -1.95 -1.94 -2.24
22 S -0.78 -2.50 -0.87
23 P -5.44 -1.34 -0.53
24 S -7.32 -1.93 -0.41
25 H -4.47 3.10 0.27
26 H -3.40 1.59 -0.05
27 H -4.06 4.08 -2.23
28 H -2.85 2.66 -2.58
29 H -1.50 4.56 -1.90
30 H -2.59 5.10 -0.44
31 H -1.28 2.08 -0.21
32 H -0.02 3.48 -0.38
33 H 0.09 2.93 3.28
34 H -7.51 0.92 -0.01
35 H -6.94 2.69 0.29
36 H -3.75 0.84 -3.36
37 H -4.12 -1.01 -3.36
38 H -2.71 -0.41 -0.60
39 H -1.75 0.32 -2.06
40 H -2.78 -2.75 -2.44
41 H -1.33 -1.80 -3.25
42 H -1.41 -2.45 0.39
43 H -4.72 -2.49 -1.08
44 H -4.92 -1.09 0.79
45 C 0.09 -0.95 4.94
46 S 0.24 -0.48 3.20
47 O -0.21 -1.66 2.38
48 C 2.05 -0.46 3.17
49 H -0.97 -1.06 5.18
50 H 0.60 -1.89 5.12
51 H 0.52 -0.16 5.57
52 H 2.44 -1.44 3.46
53 H 2.41 0.31 3.86
54 H 2.38 -0.22 2.16
55 C 1.03 -6.94 0.80
56 S 0.46 -6.15 -0.73
57 O -0.78 -6.87 -1.17
58 C 1.83 -6.73 -1.76
59 H 0.30 -6.74 1.59
60 H 1.12 -8.02 0.65
61 H 2.00 -6.52 1.09
62 H 1.87 -7.83 -1.75
63 H 2.77 -6.32 -1.38
64 H 1.67 -6.39 -2.78
65 C 1.91 -0.54 -4.93
66 S 1.00 0.75 -4.06
67 O -0.41 0.27 -3.88
68 C 1.01 1.94 -5.42
69 H 2.00 -1.41 -4.27
70 H 1.38 -0.83 -5.84
71 H 2.91 -0.18 -5.18
72 H 0.53 1.50 -6.30
73 H 2.04 2.22 -5.66
74 H 0.45 2.83 -5.12
75 C 6.42 -3.28 2.02
76 S 4.93 -3.29 3.04
77 O 4.71 -1.88 3.53
78 C 5.65 -4.23 4.41
79 H 6.22 -2.71 1.11
80 H 7.25 -2.82 2.57
81 H 6.68 -4.31 1.75
82 H 6.52 -3.70 4.81
83 H 5.93 -5.22 4.06
84 H 4.89 -4.32 5.20
85 C 3.59 4.67 -1.51
86 S 2.37 4.57 -2.84
87 O 1.64 3.27 -2.68
88 C 3.57 4.35 -4.17
89 H 3.06 4.78 -0.56
90 H 4.20 3.77 -1.49
91 H 4.23 5.55 -1.67
92 H 4.18 3.46 -3.98
93 H 4.21 5.23 -4.24
94 H 3.03 4.22 -5.11
95 C -2.09 7.86 -2.96
96 S -1.04 6.56 -3.66
97 O 0.28 6.62 -2.94
98 C -0.82 7.34 -5.27
99 H -2.32 7.61 -1.93
100 H -1.56 8.82 -2.99
101 H -3.01 7.93 -3.54
102 H -0.37 8.33 -5.15
103 H -1.79 7.43 -5.77
104 H -0.16 6.72 -5.87
105 C 5.82 -7.03 9.10
106 S 4.63 -7.80 7.98
107 O 5.37 -8.17 6.72
108 C 3.69 -6.29 7.63
109 H 6.54 -7.78 9.42
110 H 6.34 -6.22 8.59
111 H 5.29 -6.64 9.98
112 H 4.35 -5.53 7.21
113 H 3.24 -5.93 8.56
114 H 2.91 -6.53 6.91

This record from OMol25 describes an isolated ion of composition C6H12N3O4 and charge +1 in a non-equilibrium geometry. The level of theory is ωB97M-V/def2-TZVPD.

Output
E in eV: -19069.17435
F_max in eV Å⁻¹: 6.8
Frontier orbital gap in eV: 10.20
HOMO level in eV: -14.133
SMILES: [H]/N=C(\O)C(O)(O)C(=O)N(C)C(C)=[NH2+]
Lowest unoccupied orbital energy in eV: -3.94
Energy above the lowest of the compared OMol25 structures with the same formula, charge and spin in eV: 0.348
Charge: +1

Geometry (Å):
1 C 0.56 -1.09 -0.35
2 C -1.73 -0.57 0.17
3 C 1.78 -0.29 -0.32
4 C 1.63 0.80 0.78
5 C -2.91 0.33 0.21
6 C -0.67 0.73 -1.47
7 N -0.67 -0.37 -0.64
8 N -1.75 -1.64 0.87
9 N 0.55 0.92 1.35
10 O 0.51 -2.29 -0.33
11 O 2.15 0.26 -1.62
12 O 2.81 -1.11 0.10
13 O 2.77 1.43 1.03
14 H -3.32 0.57 -0.74
15 H -2.30 1.19 0.56
16 H -3.61 0.02 1.05
17 H -0.11 0.40 -2.49
18 H -1.59 1.17 -1.74
19 H 0.03 1.57 -1.13
20 H -2.39 -1.91 1.70
21 H -0.99 -2.20 0.66
22 H 0.58 1.61 2.14
23 H 3.07 0.66 -1.42
24 H 2.72 -2.00 -0.28
25 H 2.85 1.81 1.92

This record from OMol25 describes a 2-piece molecular cluster, C4H11NO overall in a non-equilibrium geometry. The level of theory is ωB97M-V/def2-TZVPD.

Output
E in eV: -7861.23182
F_max in eV Å⁻¹: 5.7
Multiplicity: 2
Frontier orbital gap (alpha / beta) in eV: 3.03 / 9.10
HOMO level (alpha / beta) in eV: 1.242 / -4.945
<S²>: 0.75
Lowest unoccupied orbital energy (alpha / beta) in eV: 4.27 / 4.16
Energy above the lowest of the compared OMol25 structures with the same formula, charge and spin in eV: 1.282
Charge: -1

Geometry (Å):
1 C 0.40 -1.11 -0.77
2 N -0.25 0.28 -0.98
3 C 0.54 1.17 -0.06
4 C 0.86 0.40 1.25
5 C 0.86 -1.04 0.67
6 H 1.08 -1.25 -1.68
7 H -0.43 -1.85 -0.89
8 H -0.15 0.61 -1.90
9 H 0.09 2.23 0.00
10 H 1.51 1.36 -0.61
11 H 1.64 0.99 1.87
12 H -0.10 0.46 1.86
13 H 0.35 -1.70 1.36
14 H 1.88 -1.28 0.69
15 H -2.18 0.28 0.27
16 H -2.99 0.16 -0.97
17 O -3.12 0.29 -0.10

This record from OMol25 describes C17H21BeBr3F12NO11 as an isolated structure in a non-equilibrium geometry. The level of theory is ωB97M-V/def2-TZVPD.

Output
E in eV: -285100.68658
F_max in eV Å⁻¹: 7.5
Frontier orbital gap in eV: 6.69
HOMO level in eV: -12.252
Lowest unoccupied orbital energy in eV: -5.56
Energy above the lowest of the compared OMol25 structures with the same formula, charge and spin in eV: 5.516
Charge: +1

Geometry (Å):
1 Be 8.71 -4.49 4.45
2 N 8.69 -3.50 2.44
3 O 8.74 -3.23 1.27
4 O 7.71 -4.16 2.80
5 O 9.48 -3.12 3.29
6 C 7.10 -2.51 -0.57
7 Br 6.99 -4.30 -1.51
8 Br 5.48 -2.09 0.44
9 Br 7.65 -1.10 -1.87
10 H 7.91 -2.51 0.16
11 C 5.32 -1.41 3.44
12 C 5.73 -2.87 3.23
13 O 4.98 -3.70 4.13
14 C 5.60 -4.68 4.79
15 O 6.83 -4.78 4.89
16 C 4.65 -5.58 5.64
17 F 4.46 -6.67 4.89
18 F 5.20 -5.76 6.84
19 F 3.49 -5.00 5.85
20 H 5.01 -1.10 4.44
21 H 4.32 -1.31 3.01
22 H 6.04 -0.75 2.96
23 H 6.81 -3.00 3.27
24 H 5.37 -3.25 2.28
25 C 9.98 -0.75 0.47
26 C 10.27 -1.48 1.77
27 O 11.19 -0.61 2.47
28 C 10.78 0.28 3.39
29 O 9.57 0.37 3.76
30 C 11.90 1.07 4.02
31 F 11.68 1.29 5.31
32 F 13.08 0.44 3.89
33 F 11.89 2.32 3.45
34 H 10.83 -0.81 -0.21
35 H 9.57 0.23 0.71
36 H 9.17 -1.30 0.00
37 H 10.78 -2.42 1.54
38 H 9.32 -1.58 2.30
39 C 12.02 -2.36 3.68
40 C 11.10 -1.49 4.55
41 O 11.10 -1.96 5.96
42 C 10.31 -2.98 6.30
43 O 9.65 -3.67 5.50
44 C 10.27 -3.18 7.84
45 F 9.22 -2.49 8.35
46 F 10.11 -4.46 8.02
47 F 11.37 -2.75 8.38
48 H 11.43 -3.24 3.41
49 H 12.92 -2.65 4.23
50 H 12.38 -1.92 2.75
51 H 10.07 -1.45 4.17
52 H 11.56 -0.51 4.60
53 C 6.25 -6.06 2.72
54 C 6.38 -5.22 1.47
55 O 5.40 -5.53 0.51
56 C 4.14 -5.01 0.61
57 O 3.84 -4.00 1.27
58 C 3.16 -5.76 -0.28
59 F 3.71 -6.57 -1.19
60 F 2.34 -6.37 0.59
61 F 2.43 -4.82 -0.93
62 H 6.87 -5.74 3.56
63 H 6.39 -7.10 2.42
64 H 5.26 -6.00 3.17
65 H 7.32 -5.44 0.97
66 H 6.47 -4.18 1.81

This record from OMol25 describes one molecule with the formula C2H4N4O in a non-equilibrium geometry. The level of theory is ωB97M-V/def2-TZVPD.

Output
E in eV: -10139.53447
F_max in eV Å⁻¹: 6.8
Frontier orbital gap (alpha / beta) in eV: 8.41 / 8.67
HOMO level (alpha / beta) in eV: -8.369 / -8.226
Lowest unoccupied orbital energy (alpha / beta) in eV: 0.04 / 0.44
Energy above the lowest of the compared OMol25 structures with the same formula, charge and spin in eV: 7.600
Charge: 0

Geometry (Å):
1 C -1.95 -0.66 -0.20
2 C 0.24 0.39 -0.09
3 N -3.10 -1.21 -0.22
4 N -2.76 1.19 0.42
5 N -4.20 -0.56 0.03
6 N -0.67 -0.73 -0.40
7 O -3.93 0.76 0.44
8 H -0.08 0.82 0.88
9 H 1.39 0.04 0.07
10 H 0.13 1.24 -0.82
11 H -0.44 -1.42 -1.08